No. 1
Density functional theory data (ωB97M-V with the def2-TZVPD basis set) for an isolated molecule of C2H2N2O2S.

Summary:
- Structure (SMILES): Oc1noc(=S)[nH]1

Each line ends with the Mulliken charge.
CARTESIAN COORDINATES (ANGSTROEM)
O1 2.62210 -0.70767 0.00274  -0.47
C1 1.44716 -0.10310 -0.00264  0.50
N1 1.22009 1.15667 0.00094  -0.38
O2 -0.18875 1.25187 -0.00247  -0.11
C2 -0.75664 0.03875 0.00823  0.25
S1 -2.36162 -0.26806 -0.00031  -0.34
N2 0.30337 -0.84261 -0.00506  -0.05
H1 3.31868 -0.01574 -0.00306  0.37
H2 0.19320 -1.86126 0.00120  0.23

No. 2
Density functional theory data (ωB97M-V with the def2-TZVPD basis set) for a structure of composition C8H24KO8.

Summary:
- Total charge: +1

Each line ends with the Mulliken charge.
CARTESIAN COORDINATES (ANGSTROEM)
K1 0.16012 0.12121 -0.90068  0.98
C1 -4.67691 4.45075 3.23342  -0.46
C2 -4.22273 4.17997 1.80009  -0.27
O1 -3.82857 2.85400 1.71352  -0.47
O2 -5.90573 3.74866 3.55343  -0.47
H1 -4.79729 5.52907 3.33747  0.33
H2 -3.82947 4.14183 3.84540  0.29
H3 -3.37247 4.75238 1.42927  0.28
H4 -5.08337 4.24837 1.13471  0.26
H5 -4.41874 2.35948 2.28689  0.22
H6 -5.78395 2.81488 3.36682  0.29
C3 4.06533 -3.29453 -1.77486  -0.46
C4 3.34447 -4.37515 -0.84201  -0.41
O3 2.17451 -3.87352 -0.22477  -0.53
O4 3.33506 -2.88710 -2.99837  -0.52
H7 5.06877 -3.62802 -2.03944  0.35
H8 4.46299 -2.49492 -1.14988  0.28
H9 4.05995 -4.74447 -0.10729  0.32
H10 3.21539 -5.32783 -1.35567  0.34
H11 1.98317 -4.43141 0.53269  0.31
H12 4.04100 -2.61928 -3.59127  0.32
C5 -4.27600 -1.24771 -3.40531  -0.30
C6 -3.55394 0.01827 -4.08533  -0.34
O5 -2.25961 -0.31054 -4.48212  -0.53
O6 -3.91992 -1.43989 -2.07700  -0.53
H13 -4.07151 -2.17202 -3.94561  0.23
H14 -5.35465 -1.10208 -3.46369  0.33
H15 -3.49433 0.90480 -3.45397  0.22
H16 -4.14172 0.27503 -4.96664  0.30
H17 -2.08164 -0.42216 -5.41885  0.31
H18 -4.64870 -1.37995 -1.45499  0.32
C7 5.09894 1.03815 2.09575  -0.28
C8 4.41644 0.11610 3.08946  -0.30
O7 5.42553 -0.20951 4.03174  -0.51
O8 4.18413 1.39517 1.04596  -0.55
H19 5.93159 0.55563 1.58392  0.30
H20 5.38302 1.90888 2.68669  0.25
H21 4.06665 -0.82125 2.65687  0.22
H22 3.51899 0.61062 3.46111  0.25
H23 5.12376 -0.93390 4.58473  0.31
H24 4.66156 1.69212 0.26783  0.31

So what do the calculations give for highest occupied orbital energy? Going down the list: -0.328, -0.454 hartree.
So what do the calculations give for orbital gap? Going down the list: 9.1657, 8.7281 eV.